The following is a quantum chemistry calculation of a structure of composition C5H13N2S in a non-equilibrium geometry, from OMol25.

As for the LUMO energy (spin up / spin down): 5.76 / 5.73 eV. Its multiplicity is 2. As for the expectation value of S²: 0.751. The charge is -2. The energy above the lowest of the compared OMol25 structures with the same formula, charge and spin comes out at 504.6 kJ/mol. The total energy is -705.68945 Eh.

Element x y z (Å)
1 C 1.02986 1.24267 0.45648
2 C 2.31932 1.02178 -0.45806
3 S 3.43756 -0.29070 0.05394
4 C 0.05210 0.01542 0.13909
5 N -1.47894 0.73093 -0.56748
6 C -2.60549 0.52608 0.37212
7 C -3.30760 -0.67677 -0.18182
8 N -2.60411 -2.00547 -0.08805
9 H 1.27287 1.05691 1.59206
10 H 0.76371 2.28205 0.40772
11 H 2.85129 2.00106 -0.37514
12 H 1.95677 0.88437 -1.47616
13 H 0.76674 -0.82637 -0.07430
14 H -0.41764 -0.21106 1.19820
15 H -0.77078 -0.32762 -0.61962
16 H -2.37132 0.24032 1.40481
17 H -3.29916 1.37089 0.24227
18 H -3.57037 -0.47255 -1.23741
19 H -4.23998 -0.94606 0.39398
20 H -2.58209 -2.32244 0.85671
21 H -1.70884 -1.93163 -0.55432